(1)
ORCA calculation (ωB97M-V/def2-TZVPD) on the ion C5H8NS with charge +1 at a distorted geometry.

As for the multiplicity: 1. The calculation puts the energy relative to the best compared isomer or geometry (same formula, charge and spin) at 51.3 kcal per mole. The HOMO energy comes out at -13.1727 eV. The total charge is +1. The molar mass is 114.193 g mol⁻¹. The calculation puts the LUMO energy at -0.1260 hartree.

```
15
Properties=species:S:1:pos:R:3:lowdin_charge:R:1
C 2.0411 -0.7264 0.2114 0.015
C 0.5232 -0.4731 0.4883 -0.156
C -0.5994 -1.0031 -0.5020 -0.337
S -2.3132 -0.8194 0.0615 1.004
C -2.1829 0.9030 0.4057 -0.314
C -1.0250 1.4179 -0.0479 -0.137
N -0.1303 0.4407 -0.5371 -0.069
H 2.1003 -0.5588 -0.9754 0.134
H 2.4781 -1.6448 0.5170 0.074
H 2.6337 0.0084 0.7468 0.084
H 0.0496 -0.3572 1.3924 0.116
H -0.3810 -1.6022 -1.3667 0.124
H -3.0612 1.4440 0.7765 0.106
H -0.7101 2.4416 0.1621 0.145
H 0.5772 0.5294 -1.3326 0.211
```

***

(2)
ORCA calculation (ωB97M-V/def2-TZVPD) on a structure of composition C13H31BCl3O2PTa at a distorted geometry.

As for the multiplicity: 1. The calculation puts the energy relative to the best compared isomer or geometry (same formula, charge and spin) at 136.9 kcal per mole. The HOMO energy comes out at -4.9007 eV. The total charge is -1. The molar mass is 548.482 g mol⁻¹. The calculation puts the LUMO energy at 0.0455 hartree.

```
52
Properties=species:S:1:pos:R:3:lowdin_charge:R:1
C -4.2158 1.2508 -2.2194 -0.163
C -3.7258 -0.3383 -2.0677 -0.240
C -2.0732 -0.4333 -2.0890 -0.283
C -1.4413 -1.4418 -0.9617 -0.485
C -0.9309 -2.8686 -1.6316 -0.196
Ta 0.2809 -0.4923 0.3097 1.604
C -0.7782 -1.4500 2.1915 -0.420
C -0.2437 -2.9837 2.4908 -0.737
C 1.0883 -3.0574 3.4501 -0.181
Cl -1.6307 -3.8205 3.4626 0.403
P -1.1913 1.6144 0.5907 0.515
O -2.7250 1.1283 0.6544 -0.615
B 1.3739 0.3174 -1.5775 -0.560
O 1.0405 -0.3222 -2.8992 -0.095
C 2.5088 1.5053 -1.6223 -0.234
C 1.9414 2.8778 -2.3918 -0.143
C 1.9234 0.2580 1.7743 -0.852
Cl 3.5404 -0.5079 1.2372 0.421
C 1.9775 1.8829 1.9787 -0.733
C 3.5397 2.4605 2.1331 -0.207
Cl 1.1877 2.2343 3.6602 0.468
H -5.0855 1.3444 -3.0165 0.057
H -3.3320 1.9378 -2.6326 0.071
H -4.6048 1.6962 -1.2079 0.062
H -4.2249 -0.8734 -1.1548 0.103
H -4.1365 -0.8691 -3.0546 0.096
H -1.6170 0.6451 -2.0988 0.055
H -1.8012 -0.9103 -3.1490 0.102
H -2.3439 -1.7416 -0.2412 0.077
H -0.0171 -3.3417 -1.0738 0.023
H -0.6617 -2.7547 -2.7790 0.071
H -1.8104 -3.6608 -1.5653 0.070
H 1.2889 -2.0612 0.1145 -0.064
H -1.9611 -1.4984 2.0396 0.046
H -0.5142 -0.8030 3.1295 0.041
H -0.1283 -3.5998 1.4979 0.077
H 0.8010 -2.8517 4.5866 0.082
H 1.9799 -2.3733 3.1057 0.051
H 1.4819 -4.1827 3.4378 0.081
H -0.9796 2.3513 1.8301 -0.069
H -1.0345 2.6077 -0.4748 -0.060
H 0.5418 0.3965 -3.3888 0.079
H 3.3763 1.1079 -2.3399 0.116
H 3.0274 1.7420 -0.6000 0.042
H 2.8279 3.6380 -2.6353 0.079
H 1.0565 3.3884 -1.8200 0.060
H 1.5804 2.4874 -3.4586 0.075
H 1.6998 -0.2046 2.8519 0.021
H 1.5035 2.5118 1.1127 0.076
H 3.4083 3.6463 2.1793 0.080
H 4.0375 2.1571 3.1492 0.079
H 4.1953 2.2543 1.1824 0.055
```

***

(3)
ORCA calculation (ωB97M-V/def2-TZVPD) on an isolated molecule of C2H3N5O at a distorted geometry.

As for the multiplicity: 1. The calculation puts the energy relative to the best compared isomer or geometry (same formula, charge and spin) at 96.3 kcal per mole. The HOMO energy comes out at -10.5241 eV. The molar mass is 113.080 g mol⁻¹. The calculation puts the LUMO energy at 0.0120 hartree.

```
11
Properties=species:S:1:pos:R:3:lowdin_charge:R:1
O 1.3594 -0.8701 1.1343 -0.003
C 1.8818 -0.3008 0.1160 -0.195
N 0.9558 0.4357 -0.6457 0.038
N -0.3399 0.2179 -0.2706 -0.203
C -1.3362 0.7978 0.5366 -0.091
N -2.3473 -0.0802 0.6368 0.001
N -2.0478 -1.0709 -0.1856 -0.053
N -0.7860 -1.0315 -0.6181 0.066
H 2.9261 -0.1647 -0.0368 0.118
H 0.7790 0.2712 -1.6903 0.178
H -1.0450 1.7956 1.0235 0.145
```

***

(4)
ORCA calculation (ωB97M-V/def2-TZVPD) on an isolated molecule of CHN4P3S at a distorted geometry.

As for the multiplicity: 1. The calculation puts the energy relative to the best compared isomer or geometry (same formula, charge and spin) at 2.5 kcal per mole. The HOMO energy comes out at -8.9523 eV. The molar mass is 194.036 g mol⁻¹. The calculation puts the LUMO energy at -0.0608 hartree.

```
10
Properties=species:S:1:pos:R:3:lowdin_charge:R:1
S -3.7912 -1.3015 0.3925 0.708
C -2.3567 -0.7929 0.1663 -0.930
N -1.2072 -0.5808 0.0031 -0.163
P 0.0076 -0.2429 -1.1916 0.679
N 0.0482 1.4115 -1.1677 -0.589
P 1.0400 2.2968 -0.2677 0.672
N 1.5099 1.4936 1.1031 -0.641
P 1.6888 -0.0661 1.4130 0.795
N 1.2243 -0.7517 -0.0697 -0.520
H 1.8363 -1.4660 -0.3813 -0.012
```

***

| no. | total energy (eV) |
| --- | --- |
| 1 | -17630.7047 |
| 2 | -67154.4829 |
| 3 | -11616.6519 |
| 4 | -45715.8081 |